Record 1
{"formula": "C4H10N2O2", "method": "ωB97M-V/def2-TZVPD", "symbols": ["O", "C", "H", "H", "H", "H", "H", "H", "C", "C", "H", "O", "H", "H", "N", "H", "N", "C"], "xyz": [[0.7906, -0.7751, -1.1881], [-1.6453, -1.6511, -0.5388], [-1.6812, -1.3362, -1.5811], [-1.0393, -2.5507, -0.4656], [-2.5768, -0.1255, 1.3432], [0.2878, 2.1175, -0.9170], [-2.6593, -1.8674, -0.2072], [1.9871, 0.8360, 1.2833], [1.0673, 0.9945, 0.7270], [-1.0480, -0.5601, 0.2898], [1.9742, 1.5592, -1.1255], [1.0373, -1.1521, 1.0222], [0.3502, 1.3695, 1.4520], [1.6198, 2.9000, -0.0261], [-1.5919, 0.0972, 1.2190], [1.5006, -1.4147, -1.0077], [0.3828, -0.3921, 0.1412], [1.2439, 1.9513, -0.4205]], "mulliken_charge": [-0.449, -1.076, 0.252, 0.280, 0.268, 0.289, 0.421, 0.337, -0.347, 0.420, 0.261, -0.853, 0.287, 0.390, -0.624, 0.395, 0.771, -1.022], "mol_weight_g_mol": 118.14, "smiles": "[H]/N=C(\\C)[N@@+]([O-])(O)CC", "relative_energy_ev": 6.229, "orbital_gap_ev": 9.379}

=====

Record 2
{"formula": "C6H9N2", "method": "ωB97M-V/def2-TZVPD", "symbols": ["C", "H", "C", "C", "H", "C", "C", "N", "H", "H", "H", "H", "C", "H", "N", "H", "H"], "xyz": [[2.7930, -0.6542, 0.1497], [-2.3402, 2.0986, 0.3117], [1.5232, 1.6266, -0.1711], [-0.7861, 0.8096, -0.0845], [-0.1673, 2.9114, -0.1423], [0.1920, 1.8942, -0.1274], [-0.9810, -1.6105, -0.1749], [-0.3320, -0.3666, -0.3466], [-0.7805, -2.2293, -1.0495], [-0.5544, -2.1149, 0.6986], [2.2194, 2.4300, -0.4009], [-2.7918, 0.4502, 0.1543], [2.0695, 0.3807, -0.0410], [2.5645, -1.6177, -0.2868], [-2.0598, 1.1409, 0.1936], [-2.0600, -1.5343, -0.0097], [3.6787, -0.6552, 0.7732]], "mulliken_charge": [-0.545, 0.201, -0.517, 0.972, 0.344, -0.210, -0.891, -0.386, 0.284, 0.298, 0.400, 0.159, 0.348, 0.314, -0.410, 0.358, 0.283], "mol_weight_g_mol": 109.15, "total_charge": 1, "relative_energy_ev": 4.017, "orbital_gap_ev": [7.425, 7.425]}

=====

Record 3
{"formula": "C17H17N3O5S", "method": "ωB97M-V/def2-TZVPD", "symbols": ["C", "C", "O", "C", "H", "H", "H", "C", "C", "H", "C", "C", "N", "C", "H", "O", "H", "C", "C", "H", "C", "H", "H", "C", "C", "C", "C", "N", "H", "H", "C", "C", "H", "S", "N", "H", "O", "H", "H", "O", "H", "O", "H"], "xyz": [[-1.3390, -3.1584, 0.6135], [-1.2692, -2.7428, -0.7178], [-0.5495, -3.5395, -1.5504], [3.2254, -0.4185, 1.1668], [2.0306, -1.4430, 2.9844], [-3.2786, 0.5424, -1.5247], [-2.1036, -2.7459, 2.5592], [1.2654, -0.8293, 2.5106], [-2.6847, -1.2408, 1.1602], [0.0399, -2.2309, -3.0512], [3.7324, 1.7173, -1.9281], [-0.4597, -3.1956, -2.9115], [-3.2216, 0.3852, -0.5292], [-0.2030, 0.8979, 0.8262], [3.2899, 1.3887, -2.8687], [5.0573, 0.1040, -0.2409], [4.7822, 1.4271, -1.9056], [1.7457, 1.2735, -0.5534], [-0.3735, 2.2775, -1.1386], [0.1386, -3.9792, -3.3731], [0.9708, 2.0811, -1.3899], [1.4157, 2.5551, -2.2475], [-1.4460, -3.1677, -3.3853], [-1.9017, -1.5661, -1.0997], [1.1464, 0.6609, 0.5686], [3.8801, 0.2666, -0.0115], [-0.9406, 1.6912, -0.0252], [3.0893, 1.0660, -0.8032], [-0.8379, -4.0710, 0.8922], [3.6567, 2.8009, -1.8380], [-2.6057, -0.8172, -0.1598], [-2.0448, -2.4109, 1.5346], [-0.9844, 2.8919, -1.7794], [-2.7066, 1.7951, 0.2375], [1.8937, -0.1655, 1.3843], [0.8945, -0.0974, 3.2280], [3.8667, -1.1562, 1.8804], [0.4469, -1.4640, 2.1691], [-1.8636, -1.2148, -2.1200], [-2.9906, 1.7016, 1.6329], [-0.6990, 0.4837, 1.6849], [-3.2541, 2.8716, -0.5277], [-3.2316, -0.6439, 1.8701]], "mulliken_charge": [-0.459, 0.474, -0.437, 0.621, 0.405, 0.372, 0.393, -1.132, -0.238, 0.302, -1.354, -0.811, -0.283, -0.242, 0.393, -0.621, 0.392, 0.819, -1.359, 0.241, -0.411, 0.478, 0.336, -0.222, 0.342, 0.588, -0.385, -0.068, 0.469, 0.397, -0.336, -0.618, 0.506, 1.167, -0.037, 0.361, -0.627, 0.252, 0.366, -0.632, 0.761, -0.705, 0.543], "mol_weight_g_mol": 375.41, "smiles": "COc1cccc(NS(=O)(=O)c2ccc3c(c2)n(C)c(=O)c(=O)n3C)c1", "relative_energy_ev": 1.040, "orbital_gap_ev": 8.712}

=====

Record 4
{"formula": "C4H8N2", "method": "ωB97M-V/def2-TZVPD", "symbols": ["N", "H", "H", "C", "H", "H", "H", "C", "C", "H", "H", "C", "N", "H"], "xyz": [[-0.2937, 0.5198, -2.4084], [-0.8016, 0.8191, 2.0479], [1.9531, -0.9503, 0.1447], [-1.0607, 0.5408, 1.0213], [0.5193, 0.4233, -3.0142], [1.3832, -0.5534, 1.7734], [-1.6755, -0.3652, 1.0585], [1.0580, -0.7950, 0.7563], [0.1970, 0.3266, 0.1896], [-1.6795, 1.3379, 0.5957], [0.7754, 1.2572, 0.1577], [-0.1686, 0.0260, -1.1902], [-0.7189, -0.8422, -1.9203], [0.5126, -1.7445, 0.7881]], "mulliken_charge": [-0.485, 0.383, 0.352, -1.395, 0.233, 0.375, 0.329, -1.326, 0.818, 0.361, 0.190, 0.349, -0.506, 0.323], "mol_weight_g_mol": 84.12, "smiles": "CC(C)C1=NN1", "relative_energy_ev": 2.979, "orbital_gap_ev": 9.604}

=====

Respective calculated total energy values: -11380.6736 -9338.2363 -43448.1996 -7254.8961 eV.